(1)
{"formula": "C12H22Al2BeCl11F4GaNaO5", "method": "ωB97M-V/def2-TZVPD", "species": ["C", "C", "C", "Ga", "C", "Cl", "C", "C", "C", "O", "C", "H", "H", "H", "H", "H", "H", "H", "H", "H", "H", "H", "H", "H", "H", "H", "H", "H", "C", "Cl", "Cl", "Cl", "Cl", "Al", "F", "Al", "F", "F", "F", "C", "Cl", "Cl", "Cl", "Cl", "C", "O", "H", "H", "H", "H", "C", "O", "O", "O", "H", "Na", "Cl", "Be", "Cl"], "coordinates": [[-1.38, -0.76, -1.33], [-1.44, 0.14, -2.35], [-1.76, 1.60, -2.28], [-1.25, 2.69, -0.72], [-1.38, 1.62, 1.13], [0.78, 3.52, -0.89], [-2.57, 4.18, -0.33], [-2.54, 4.87, 1.02], [-1.36, 5.79, 1.20], [-1.43, 6.79, 0.21], [-0.26, 7.59, 0.13], [-2.19, -0.89, -0.61], [-0.52, -1.40, -1.22], [-1.26, -0.24, -3.36], [-2.83, 1.80, -2.44], [-1.25, 2.07, -3.12], [-0.98, 2.37, 1.79], [-0.68, 0.78, 0.90], [-2.43, 1.42, 1.32], [-2.47, 4.88, -1.17], [-3.52, 3.65, -0.41], [-3.45, 5.48, 1.12], [-2.57, 4.14, 1.84], [-1.36, 6.23, 2.21], [-0.42, 5.23, 1.08], [-0.52, 8.49, -0.43], [0.08, 7.88, 1.13], [0.55, 7.04, -0.36], [2.60, -2.22, -1.26], [1.95, -0.56, -1.43], [1.38, -3.28, -0.64], [3.13, -2.90, -2.77], [3.97, -2.15, -0.12], [2.63, 0.14, 1.23], [1.92, -6.96, -0.85], [3.14, -7.15, 0.27], [2.87, -6.11, 1.53], [4.61, -6.69, -0.53], [3.32, -8.72, 0.72], [4.26, -6.12, -4.95], [5.75, -7.23, -4.66], [3.42, -6.52, -6.40], [3.28, -6.42, -3.55], [4.86, -4.48, -4.98], [-4.44, -0.69, 3.03], [-4.27, 0.54, 2.30], [-4.15, -0.50, 4.06], [-5.48, -1.01, 3.01], [-3.81, -1.48, 2.63], [-4.54, 0.37, 1.39], [-0.79, 1.42, 3.51], [-1.23, 0.64, 2.50], [-1.75, 1.80, 4.36], [0.32, 1.84, 3.61], [-2.58, 1.39, 4.06], [6.51, -7.18, 0.24], [6.48, -8.08, -6.56], [1.93, -1.42, 3.47], [5.48, -7.30, 2.96]], "charge": 1, "e_tot_ha": -8894.5178, "gap_ev": 1.68}

=====

(2)
{"formula": "C21H16IrN4O8S3", "method": "ωB97M-V/def2-TZVPD", "species": ["Ir", "S", "C", "S", "C", "C", "N", "C", "N", "C", "C", "C", "C", "C", "C", "C", "S", "O", "O", "N", "C", "C", "C", "O", "O", "H", "H", "H", "H", "H", "H", "H", "H", "H", "H", "H", "H", "O", "C", "O", "C", "C", "C", "C", "C", "C", "N", "O", "O", "H", "H", "H", "H"], "coordinates": [[0.48, -0.51, -0.18], [0.62, 1.87, 0.17], [0.00, 2.02, -1.45], [-0.09, 0.49, -2.27], [-0.40, 3.20, -2.00], [-0.35, 4.42, -1.26], [-0.30, 5.40, -0.66], [-0.91, 3.27, -3.34], [-1.31, 3.35, -4.41], [3.73, 1.49, 2.68], [2.37, 1.28, 3.30], [1.71, 2.34, 3.92], [0.46, 2.16, 4.48], [-0.15, 0.92, 4.39], [0.48, -0.15, 3.77], [1.74, 0.04, 3.23], [-1.76, 0.72, 5.07], [-1.84, 1.37, 6.35], [-2.11, -0.68, 5.00], [-2.66, 1.64, 4.04], [-2.57, 1.47, 2.59], [-3.10, 0.13, 2.02], [-2.40, -0.10, 0.69], [-2.79, 0.44, -0.32], [-1.31, -0.82, 0.80], [4.13, 2.47, 2.93], [3.66, 1.42, 1.59], [4.43, 0.73, 3.02], [2.18, 3.31, 3.97], [-0.06, 2.98, 4.96], [-0.03, -1.10, 3.70], [2.25, -0.79, 2.75], [-3.61, 1.67, 4.40], [-1.53, 1.60, 2.31], [-3.11, 2.30, 2.14], [-4.18, 0.20, 1.85], [-2.88, -0.67, 2.71], [2.73, -0.94, -0.18], [2.56, -2.16, 0.12], [1.42, -2.69, 0.07], [3.73, -2.95, 0.60], [5.02, -2.48, 0.38], [6.12, -3.19, 0.85], [5.93, -4.37, 1.55], [4.63, -4.82, 1.76], [3.53, -4.13, 1.29], [4.43, -6.08, 2.50], [5.41, -6.61, 2.98], [3.29, -6.45, 2.68], [5.15, -1.54, -0.15], [7.12, -2.83, 0.68], [6.75, -4.95, 1.94], [2.53, -4.51, 1.45]], "charge": -1, "e_tot_ha": -2929.6622, "multiplicity": 5, "gap_ev": [6.28, 6.82]}

=====

(3)
{"formula": "C20H34BCdO10", "method": "ωB97M-V/def2-TZVPD", "species": ["Cd", "B", "H", "H", "H", "H", "O", "C", "O", "C", "C", "C", "H", "H", "H", "H", "H", "H", "O", "C", "O", "C", "C", "C", "H", "H", "H", "H", "H", "H", "O", "C", "O", "C", "C", "C", "H", "H", "H", "H", "H", "H", "O", "C", "O", "C", "C", "C", "H", "H", "H", "H", "H", "H", "O", "C", "O", "C", "C", "C", "H", "H", "H", "H", "H", "H"], "coordinates": [[0.07, -0.72, 1.33], [-0.35, -1.22, 3.33], [-0.22, -2.11, 2.63], [-1.35, -0.77, 3.03], [-0.39, -1.60, 4.42], [0.53, -0.51, 3.17], [-0.98, 1.20, 1.40], [-1.96, 1.87, 1.26], [-2.54, 2.43, 2.33], [-3.74, 3.13, 1.98], [-3.60, 3.44, 0.49], [-2.66, 2.31, -0.01], [-3.86, 4.03, 2.57], [-4.57, 2.43, 2.09], [-3.08, 4.38, 0.33], [-4.54, 3.43, -0.07], [-1.90, 2.77, -0.64], [-3.15, 1.52, -0.57], [2.18, 0.27, 1.53], [2.84, 1.27, 1.39], [4.12, 1.34, 1.68], [4.66, 2.67, 1.51], [3.40, 3.54, 1.53], [2.34, 2.63, 0.92], [5.13, 2.73, 0.53], [5.32, 2.97, 2.31], [3.54, 4.45, 0.94], [3.16, 3.85, 2.54], [2.38, 2.63, -0.17], [1.31, 2.82, 1.21], [-0.03, -0.10, -0.77], [0.20, 0.56, -1.75], [1.40, 1.08, -1.98], [1.44, 1.77, -3.25], [0.23, 1.26, -4.02], [-0.72, 0.91, -2.88], [2.38, 1.53, -3.73], [1.42, 2.84, -3.06], [0.52, 0.36, -4.57], [-0.18, 1.97, -4.73], [-1.51, 0.18, -3.07], [-1.25, 1.81, -2.56], [-1.83, -1.65, 0.66], [-2.78, -1.82, -0.06], [-2.70, -2.06, -1.35], [-3.96, -2.50, -1.89], [-4.87, -2.69, -0.67], [-4.24, -1.81, 0.37], [-3.86, -3.41, -2.49], [-4.34, -1.74, -2.59], [-4.80, -3.75, -0.41], [-5.89, -2.43, -0.92], [-4.30, -2.20, 1.39], [-4.55, -0.76, 0.38], [1.43, -2.24, 0.59], [2.39, -2.90, 0.36], [3.47, -2.82, 1.14], [4.50, -3.72, 0.73], [4.16, -4.03, -0.74], [2.64, -3.93, -0.76], [4.46, -4.67, 1.26], [5.47, -3.27, 0.86], [4.54, -5.04, -0.90], [4.69, -3.42, -1.47], [2.21, -4.88, -0.44], [2.16, -3.57, -1.67]], "charge": 1, "e_tot_ha": -1727.2592, "gap_ev": 7.86}

=====

(4)
{"formula": "C16H20AsBF6LaN8", "method": "ωB97M-V/def2-TZVPD", "species": ["La", "C", "C", "C", "C", "N", "N", "B", "N", "C", "C", "C", "C", "N", "N", "C", "C", "C", "C", "N", "N", "C", "C", "C", "C", "N", "H", "H", "H", "H", "H", "H", "H", "H", "H", "H", "H", "H", "H", "H", "H", "H", "H", "H", "H", "H", "F", "As", "F", "F", "F", "F", "F"], "coordinates": [[0.02, 0.03, 2.29], [-2.03, 3.03, 2.18], [-1.67, 2.54, 0.84], [-2.06, 3.04, -0.43], [-1.46, 2.21, -1.34], [-0.75, 1.28, -0.68], [-0.89, 1.47, 0.66], [0.05, 0.06, -1.25], [1.49, 0.01, -0.65], [2.64, -0.21, -1.31], [3.67, -0.26, -0.40], [3.06, -0.08, 0.87], [3.69, -0.08, 2.19], [1.74, 0.09, 0.68], [-0.68, -1.21, -0.77], [-1.35, -2.18, -1.44], [-1.82, -3.09, -0.52], [-1.40, -2.61, 0.75], [-1.61, -3.14, 2.10], [-0.71, -1.47, 0.57], [0.14, 0.21, -2.76], [0.76, 1.28, -3.39], [0.65, 1.10, -4.73], [-0.07, -0.14, -4.88], [-0.46, -0.81, -6.09], [-0.34, -0.63, -3.63], [-2.84, 3.76, 2.12], [-2.32, 2.22, 2.86], [-1.17, 3.55, 2.64], [-2.67, 3.90, -0.63], [-1.53, 2.24, -2.41], [2.70, -0.32, -2.38], [4.71, -0.40, -0.60], [4.77, 0.05, 2.09], [3.29, 0.70, 2.85], [3.55, -1.04, 2.71], [-1.44, -2.16, -2.51], [-2.39, -3.97, -0.73], [-1.54, -4.23, 2.12], [-0.90, -2.72, 2.82], [-2.63, -2.92, 2.45], [1.22, 2.07, -2.83], [1.00, 1.72, -5.53], [-0.15, -0.27, -6.98], [-0.09, -1.85, -6.11], [-1.55, -1.00, -6.10], [-1.48, -0.22, 3.87], [-0.09, 0.04, 5.32], [0.93, -1.05, 3.98], [-0.62, -1.40, 5.99], [1.31, 0.32, 6.17], [-1.15, 1.16, 5.99], [0.48, 1.39, 3.97]], "charge": 3, "e_tot_ha": -3950.3112, "gap_ev": [5.43, 4.32]}